The following is a quantum chemistry calculation of a molecular structure, C6H12N in a non-equilibrium geometry, from the OMol25 dataset.

```
19
Properties=species:S:1:pos:R:3:forces:R:3:mulliken_charge:R:1
C 0.1731 -1.2537 1.1808 -1.5 -0.6 0.4 -0.083
C 1.3060 -1.0234 0.2779 -0.2 3.8 2.2 -0.755
C 0.3999 0.0708 -0.3563 -0.4 0.8 -1.5 0.738
C 0.0701 -0.1734 -1.8527 1.2 -0.2 0.5 -1.213
C 0.8296 1.5052 -0.0043 -1.4 -0.7 0.1 -1.413
C -1.9421 0.0993 0.9264 0.3 -0.3 -0.7 -0.774
N -0.6455 -0.4489 0.6355 1.1 1.6 -1.3 0.145
H -0.1533 -1.8326 2.0203 0.5 -0.6 0.5 0.450
H 2.1384 -0.5005 0.7763 0.1 -0.8 -0.1 0.312
H 1.5668 -1.7811 -0.3191 1.2 -2.9 -2.2 0.391
H -0.5413 0.5704 -2.4649 0.4 -1.0 1.4 0.352
H -0.3548 -1.2263 -1.7737 0.6 1.2 -1.4 0.351
H 1.1432 -0.0536 -2.2831 -1.9 -0.9 0.2 0.343
H -0.0393 2.1796 -0.3129 1.6 -0.5 0.5 0.334
H 1.8278 1.7687 -0.4224 -1.0 -0.1 0.1 0.388
H 0.8836 1.3960 1.0839 0.3 1.1 0.1 0.427
H -1.7819 0.9896 1.5020 -0.2 0.4 0.6 0.346
H -2.4905 -0.6823 1.4035 -0.8 -0.1 0.6 0.351
H -2.3899 0.3962 -0.0172 -0.2 -0.2 -0.1 0.309
```
Forces are in eV/Å.

* multiplicity: 1
* charge: +1
* Kohn-Sham gap: 0.4255 Ha
* LUMO: -4.3 eV

---

The following is a quantum chemistry calculation of a gas-phase ion, C6H12N (charge +1) in a non-equilibrium geometry, from the OMol25 dataset.

```
19
Properties=species:S:1:pos:R:3:forces:R:3:mulliken_charge:R:1
C -0.2863 0.5372 0.2782 -1.8 0.0 0.0 -0.691
C 0.9432 0.0543 0.9986 0.3 0.5 -0.6 0.625
C -1.0336 -0.3480 -0.7930 0.6 -0.8 -1.5 -0.325
C 0.8662 -1.0282 1.9867 -0.3 -0.7 0.2 -1.139
C -2.1414 0.3165 -1.6645 -0.8 0.1 0.9 -1.464
C 2.8768 1.2985 0.1603 2.8 -1.4 -0.1 -0.197
N 1.9896 0.7355 0.8128 -1.0 -0.6 -0.6 0.022
H -0.1245 1.5031 -0.1970 0.2 0.1 0.4 0.400
H -0.9864 0.6538 1.1519 0.2 0.2 -0.9 0.318
H -1.4766 -1.1945 -0.3207 -0.4 -0.6 0.7 0.328
H 1.7744 -1.6063 2.2320 -0.3 0.4 -0.6 0.398
H 0.0531 -1.6338 1.5794 0.2 -0.5 0.5 0.308
H 0.5318 -0.6268 2.9400 -0.3 0.2 0.1 0.343
H -2.7437 -0.3439 -2.2573 0.3 -1.5 -0.1 0.423
H -1.8024 0.9604 -2.4133 1.3 1.2 -1.0 0.401
H -2.9933 0.8568 -1.2504 0.5 0.2 1.2 0.380
H 3.3315 2.1475 0.6288 0.1 0.9 -0.3 0.296
H 3.4889 0.6959 -0.6008 -1.3 1.1 0.6 0.273
H -0.3474 -0.8574 -1.5570 -0.4 1.0 1.2 0.301
```
Forces are in eV/Å.

* multiplicity: 1
* charge: +1
* Kohn-Sham gap: 0.3919 Ha
* LUMO: -4.6 eV
* SMILES string: C=[N+]=C(C)CCC

---

The following is a quantum chemistry calculation of a gas-phase ion, C6H12N (charge +2) in a non-equilibrium geometry, from the OMol25 dataset.

```
19
Properties=species:S:1:pos:R:3:forces:R:3:mulliken_spin:R:1
C -1.4050 0.8753 0.5950 0.5 -0.5 -0.6 0.016
C -0.4901 1.0653 -0.6431 0.0 -1.6 -0.4 -0.014
C 0.6451 0.0446 -0.6350 1.7 1.1 0.7 0.091
C 0.9328 -0.8592 -1.6227 -0.6 -0.7 0.9 0.282
C 2.2708 -0.6484 1.0890 1.7 0.3 -0.6 0.332
C 1.7551 0.3458 0.3002 -1.9 0.1 -1.5 0.214
N -2.0343 -0.5169 0.5256 -1.5 0.8 0.2 -0.001
H -0.8539 0.8972 1.5333 0.0 0.3 0.0 -0.004
H -2.2640 1.5365 0.6106 0.2 0.4 0.1 0.000
H -1.0221 0.8558 -1.5783 -0.4 0.4 0.2 0.000
H -0.0232 2.0457 -0.7505 -0.4 0.2 0.4 0.005
H 0.2045 -1.1414 -2.3762 0.3 0.3 -0.4 0.022
H 1.8944 -1.3559 -1.5666 -0.2 -0.3 -0.3 0.009
H 2.2134 -1.6900 0.7799 -0.4 0.0 0.3 0.022
H 2.9721 -0.3889 1.8809 -0.3 -0.2 0.2 0.026
H 1.9901 1.4066 0.2948 0.2 0.0 1.0 0.000
H -2.7884 -0.4740 -0.1742 0.5 -0.4 -0.3 0.000
H -1.4088 -1.3018 0.3620 0.1 -0.1 -0.1 0.001
H -2.5886 -0.6965 1.3751 0.5 -0.1 0.2 0.000
```
Forces are in eV/Å.

* multiplicity: 2
* charge: +2
* Kohn-Sham gap (alpha / beta): 0.3958 / 0.2692 Ha
* LUMO (alpha / beta): -8.7 / -12.3 eV

---

Values for relative energy (zero: lowest compared OMol25 entry of this formula, charge and spin), kcal/mol, ordered as above
39.2; 46.7; 5.8